[1]
Entry from OMol25: an isolated ion of composition C9H8BrN2OS and charge +1 in a non-equilibrium geometry (ωB97M-V/def2-TZVPD).

The net charge is +1. Its spin multiplicity is 1. The value obtained for the energy above the lowest of the compared OMol25 structures with the same formula, charge and spin is 3.719 eV.

```
22
C9H8BrN2OS (ωB97M-V/def2-TZVPD)
C -3.085 0.662 -2.437
C -2.280 1.720 -2.096
C -2.762 -0.657 -2.060
C -1.194 1.491 -1.276
C -1.722 -0.897 -1.238
C -1.024 0.223 -0.771
C -0.057 -0.680 1.261
C 2.028 0.561 1.971
C 4.027 -1.097 2.607
N 1.245 0.689 -0.158
N 0.085 0.099 0.231
O 2.139 0.824 0.738
S 2.889 0.173 3.295
Br -1.518 -1.376 2.132
H -4.075 0.890 -2.903
H -2.275 2.795 -2.240
H -3.242 -1.633 -2.267
H -0.616 2.414 -0.999
H -1.485 -1.986 -1.077
H 3.715 -1.315 1.583
H 4.020 -2.126 3.189
H 5.186 -0.774 2.515
```

Löwdin population analysis, charges in e, atoms 1 to 5:
1 C -0.04
2 C -0.06
3 C -0.07
4 C -0.03
5 C -0.07

=====

[2]
Entry from OMol25: a 2-piece molecular cluster, C9H8BrN3 overall in a non-equilibrium geometry (ωB97M-V/def2-TZVPD).

The net charge is 0. As for the SMILES: c1ccc2[nH]nnc2c1.CC#CBr. Its spin multiplicity is 1. The value obtained for the energy above the lowest of the compared OMol25 structures with the same formula, charge and spin is 3.900 eV.

```
21
C9H8BrN3 (ωB97M-V/def2-TZVPD)
C 2.219 -0.725 -1.166
C 1.630 -1.983 -1.006
C 0.710 -2.199 0.029
C 0.347 -1.092 0.771
N -0.606 -0.816 1.689
N -0.531 0.453 2.123
N 0.366 1.089 1.473
C 0.917 0.191 0.553
C 1.923 0.368 -0.371
H 3.041 -0.644 -1.902
H 1.878 -2.668 -1.757
H 0.223 -3.116 0.149
H -1.101 -1.597 2.097
H 2.252 1.379 -0.683
C -1.571 2.677 -0.252
C -2.217 1.333 -0.478
C -2.260 0.144 -0.382
Br -3.024 -1.505 -0.531
H -2.209 3.499 -0.518
H -1.424 2.595 0.817
H -0.565 2.618 -0.653
```

Löwdin population analysis, charges in e, atoms 1 to 5:
1 C -0.10
2 C -0.06
3 C -0.02
4 C -0.24
5 N 0.02

=====

[3]
Entry from OMol25: C9H8Cl2N2OS2 as an isolated structure in a non-equilibrium geometry (ωB97M-V/def2-TZVPD).

The net charge is 0. Its spin multiplicity is 1.

```
24
C9H8Cl2N2OS2 (ωB97M-V/def2-TZVPD)
C -0.047 -1.582 3.013
H 0.378 -2.179 3.873
C 0.634 -0.389 2.883
N -0.053 0.450 1.678
C -1.308 1.246 1.945
O -1.450 1.464 3.026
S -1.902 2.112 0.482
C -0.705 1.829 -0.654
C -0.062 0.468 -0.712
N 0.232 -0.028 0.437
C 0.441 -0.241 -1.930
C 1.079 -1.375 -2.124
S 1.067 -1.671 -3.721
C 0.339 -0.469 -4.182
C -0.276 0.277 -3.219
H -0.721 1.280 -3.434
Cl -0.160 -0.064 -5.892
Cl 1.900 -1.987 -0.862
H 0.113 2.566 -0.200
H -0.948 2.266 -1.591
H 0.562 0.226 3.551
H 1.856 -0.526 2.301
H -0.030 -2.286 2.075
H -0.941 -1.388 3.257
```

Löwdin population analysis, charges in e, atoms 1 to 5:
1 C -0.13
2 H 0.12
3 C -0.15
4 N -0.07
5 C -0.70

=====

[4]
Entry from OMol25: one molecule with the formula C9H8ClI in a non-equilibrium geometry (ωB97M-V/def2-TZVPD).

The net charge is 0. As for the SMILES: C=C1C=CC=C[C@]12[C@H](Cl)[C@H]2I. Its spin multiplicity is 1. The value obtained for the energy above the lowest of the compared OMol25 structures with the same formula, charge and spin is 1.412 eV.

```
19
C9H8ClI (ωB97M-V/def2-TZVPD)
C 0.473 -0.477 2.194
C 0.063 0.126 1.032
C -0.467 1.453 1.071
C -1.064 2.022 0.062
C -1.189 1.261 -1.173
C -0.581 0.097 -1.360
C 0.176 -0.625 -0.257
C -0.304 -2.083 -0.457
Cl -0.597 -2.766 1.138
C 1.147 -1.661 -0.553
I 2.699 -1.143 -2.012
H 0.341 0.148 3.161
H 0.953 -1.372 2.386
H -0.286 1.910 2.023
H -1.455 3.042 0.138
H -1.715 1.594 -2.088
H -0.764 -0.588 -2.243
H -1.009 -2.309 -1.151
H 1.622 -1.988 0.340
```

Löwdin population analysis, charges in e, atoms 1 to 5:
1 C 0.02
2 C -0.24
3 C -0.09
4 C -0.08
5 C -0.08

=====

no.,calculated total energy (Ha)
1,-3504.1100
2,-3085.9063
3,-2248.9785
4,-1105.4959